C52H60IrNO2PS2 as an isolated structure, computed with wB97M-V/def2-TZVPD.

E_LUMO (spin up / spin down): -11.5104 / -13.6268 eV
Total energy: -94238.51030 eV
Charge: +4
HOMO (spin up / spin down): -17.25 / -17.81 eV
Multiplicity: 6
⟨S²⟩: 8.812

Atoms and positions in Å:
H1 0.59 0.07 -5.43
H2 0.82 -2.43 2.62
H3 3.21 1.85 0.24
H4 -1.06 -4.26 0.97
C1 -3.09 2.34 2.74
H5 -4.26 -0.16 -1.78
C2 -2.18 -0.55 -1.39
H6 1.19 -1.48 8.01
C3 1.11 -0.12 5.70
H7 5.91 -1.35 -1.17
C4 -2.25 1.74 1.74
H8 5.64 0.50 -2.42
H9 1.12 1.28 -7.43
H10 4.31 -1.56 2.27
C5 -5.29 4.27 -1.07
C6 0.80 0.43 4.47
H11 1.22 0.53 6.56
H12 -5.25 4.07 5.52
C7 4.42 -2.43 -2.96
H13 1.09 -2.70 -2.04
C8 -2.18 -0.24 3.15
H14 4.31 -3.08 -3.84
C9 3.61 0.95 -1.73
H15 1.63 -4.94 -0.21
C10 -4.39 2.21 4.80
C11 1.19 -2.32 4.74
H16 -2.29 -4.82 -1.80
H17 0.68 1.51 4.35
C12 2.08 -3.05 -2.36
H18 1.26 -3.10 7.30
H19 4.83 -3.05 -2.16
H20 -0.88 4.13 -2.14
H21 5.96 -0.23 0.20
H22 1.97 -3.63 -3.28
H23 2.38 2.48 -7.11
S1 0.33 2.06 -0.94
C13 -4.12 4.36 3.73
C14 3.98 1.83 -0.53
C15 -1.38 2.72 -0.61
C16 -3.23 0.24 3.94
C17 -3.98 -1.99 -0.67
H24 0.26 -3.21 0.41
C18 -1.67 -2.61 -0.29
H25 -3.66 -0.39 4.71
C19 0.78 -5.55 -0.53
C20 3.04 -1.87 -2.59
C21 0.38 0.94 -3.48
C22 -4.85 2.10 0.59
H26 -7.39 3.97 -0.65
C23 1.04 2.17 -5.46
H27 -1.76 -1.22 3.37
C24 5.63 -1.22 -0.13
C25 4.71 0.93 -2.80
C26 0.68 -0.42 3.38
H28 -5.04 -2.21 -0.59
C27 -2.90 4.38 -1.56
H29 5.14 -1.66 -3.22
H30 -3.05 5.22 -2.22
C28 0.89 3.29 -3.31
C29 0.66 0.98 -4.84
C30 -0.69 -3.67 0.14
H31 0.75 3.01 -7.42
C31 -3.36 3.75 2.73
H32 6.18 -1.95 0.45
O1 1.23 3.11 -0.47
H33 1.36 -3.39 4.84
N1 -0.34 -4.65 -0.96
H34 -5.45 5.11 -1.74
H35 1.08 4.17 -2.71
C32 0.88 -1.79 3.49
H36 1.52 4.23 -5.12
H37 2.70 -2.09 7.37
H38 0.44 -6.17 0.29
C33 -3.58 1.59 3.83
C34 0.45 2.10 -2.72
C35 -1.59 0.55 2.18
H39 -0.01 -4.10 -1.76
H40 3.98 0.08 1.70
H41 2.48 -3.72 -1.59
H42 4.92 1.96 -3.08
H43 -4.81 1.61 5.60
H44 2.69 -1.13 1.73
Ir1 0.69 -0.48 -0.49
C36 1.34 2.23 -6.93
H45 1.08 -6.18 -1.37
H46 0.14 -0.01 -3.03
H47 -1.86 -6.09 -0.63
C37 1.29 -1.50 5.86
C38 3.75 -0.97 1.53
H48 2.72 1.37 -2.19
C39 -6.38 3.63 -0.46
H49 2.66 -1.28 -3.43
C40 -1.21 -1.41 -0.85
C41 4.13 -1.43 0.12
P1 3.01 -0.70 -1.16
H50 -3.37 -3.79 0.31
C42 -3.55 -0.84 -1.32
H51 4.10 2.86 -0.88
C43 -3.04 -2.87 -0.17
H52 -4.71 1.18 1.15
C44 1.17 3.31 -4.67
H53 4.93 1.53 -0.09
H54 -7.00 1.99 0.75
C45 -3.97 3.83 -0.85
H55 3.91 -2.50 0.04
C46 -3.71 2.78 0.07
C47 -1.66 3.77 -1.49
C48 -2.35 2.37 0.38
H56 -1.16 -6.11 -2.26
C49 -6.16 2.53 0.34
C50 -4.65 3.60 4.75
C51 -1.50 -5.47 -1.45
H57 -2.90 4.37 1.97
H58 -1.90 0.35 -1.91
S2 0.20 0.25 1.83
H59 4.40 0.40 -3.70
O2 0.71 1.64 1.75
H60 -4.28 5.43 3.72
C52 1.62 -2.07 7.21

Results of the Mulliken charge analysis, in e, for atoms 1 through 2: H 0.404; H 0.300

C52H60N8OPS3SbSeZr as an isolated structure, computed with wB97M-V/def2-TZVPD.

E_LUMO: -6.1552 eV
Total energy: -183814.05528 eV
Charge: +2
Relative energy (zero: lowest compared OMol25 entry of this formula, charge and spin): 11.53 kcal/mol
HOMO: -12.71 eV

Atoms and positions in Å:
H1 -0.77 -1.93 -6.03
C1 5.51 7.50 -1.66
H2 2.51 -0.20 -3.04
C2 4.96 6.18 -1.49
S1 -0.46 2.05 0.83
H3 2.82 1.91 3.50
C3 4.02 -0.54 3.48
H4 -5.10 0.61 -1.63
C4 -5.19 -4.19 -1.59
H5 0.76 -0.46 5.82
C5 -4.43 5.57 0.18
H6 3.10 -6.81 0.77
N1 -2.96 1.24 0.29
H7 -1.25 -2.57 3.93
H8 -5.34 -5.15 -2.05
Zr1 -0.23 -0.19 -0.46
H9 2.38 -2.34 5.02
C6 5.55 5.10 -2.14
H10 3.26 -0.86 -0.63
N2 5.95 8.55 -1.81
H11 -1.65 -4.63 0.56
C7 -3.18 4.96 0.16
C8 3.55 -3.11 -4.50
C9 -6.22 -3.25 -1.61
H12 0.80 -3.41 2.65
C10 1.77 -3.56 -2.98
C11 -4.54 5.46 -2.22
H13 2.45 4.57 0.10
C12 3.48 -1.73 -4.15
C13 3.03 0.01 2.46
C14 -0.30 -2.83 4.40
H14 -2.73 5.39 2.23
C15 4.04 1.17 -0.93
C16 3.11 0.20 -0.72
C17 2.70 -4.02 -3.95
C18 2.59 -1.26 -3.24
C19 3.84 5.99 -0.69
H15 0.78 1.29 5.99
C20 -2.36 -0.50 -2.82
H16 4.97 0.00 3.35
H17 -3.32 -0.43 1.82
H18 5.46 3.00 -2.51
C21 2.02 -4.90 0.69
H19 3.40 6.83 -0.17
C22 3.61 -3.40 0.56
H20 2.05 -4.04 4.68
C23 -6.04 -2.02 -1.00
C24 3.00 1.54 2.49
H21 -2.17 -1.35 2.79
P1 -2.25 -2.24 0.53
H22 -3.76 -2.04 2.42
C25 -0.47 -0.70 -4.31
H23 -4.88 5.86 1.12
H24 4.22 -1.59 3.32
H25 -2.75 -4.21 1.87
Sb1 0.92 -0.75 2.40
S2 4.54 -4.84 0.61
H26 -6.83 -1.29 -1.00
C26 -4.84 -1.73 -0.36
H27 2.71 -5.06 -4.22
H28 1.25 2.78 -1.02
H29 -1.38 4.63 1.34
H30 -3.20 -4.64 -0.99
O1 -0.27 0.53 -2.27
N3 0.83 -1.90 -1.63
H31 -0.39 -3.87 4.74
H32 -4.14 2.07 -1.67
S3 -3.01 3.05 2.15
H33 0.53 -0.41 -4.59
C27 -3.99 -3.89 -0.98
C28 0.29 0.66 4.01
C29 5.01 3.84 -1.99
H34 -4.37 1.11 -3.16
H35 -5.06 5.65 -3.15
C30 -2.47 4.68 1.45
C31 0.90 -2.71 3.47
C32 2.17 -3.05 4.22
H36 0.56 1.62 3.57
H37 2.25 1.96 1.83
H38 -1.03 -3.78 1.99
C33 -2.95 -1.43 2.03
Se1 -0.03 -3.40 -1.27
H39 4.11 -2.45 0.54
C34 -2.62 4.60 -1.06
H40 -2.83 4.59 -3.19
C35 -1.00 -0.22 -3.11
C36 -2.20 2.00 0.99
C37 -5.11 5.82 -1.01
H41 -1.79 0.69 3.34
C38 2.04 2.06 -0.91
H42 -7.16 -3.49 -2.09
H43 5.11 1.11 -0.98
N4 1.85 0.76 -0.70
H44 3.98 1.92 2.18
C39 -3.29 4.85 -2.24
H45 4.26 -3.43 -5.25
C40 3.89 3.65 -1.20
C41 -4.22 1.06 -2.08
C42 1.04 0.47 5.32
N5 2.31 -3.56 0.61
C43 -1.21 0.64 4.26
H46 -6.07 6.30 -0.98
N6 -2.35 0.41 -0.64
H47 0.99 -5.22 0.76
H48 4.16 -1.05 -4.64
H49 -0.17 -2.21 5.29
H50 3.71 -0.39 4.51
H51 -1.64 4.12 -1.08
C44 -3.11 -1.31 -3.68
C45 -1.88 -3.87 1.31
C46 -2.53 -1.87 -4.80
C47 -1.21 -1.54 -5.12
C48 1.73 -2.17 -2.59
H52 3.03 -3.10 3.56
C49 3.30 4.72 -0.54
C50 3.09 -5.74 0.71
H53 -1.51 -0.24 4.84
H54 3.39 -0.29 1.48
H55 2.12 0.49 5.19
N7 3.34 2.35 -1.04
H56 -1.48 1.52 4.85
H57 -4.72 -0.78 0.14
H58 6.43 5.26 -2.75
C51 -3.80 -2.66 -0.35
C52 -2.99 0.29 -1.77
H59 -4.14 -1.52 -3.44
N8 0.88 -4.35 -2.39
H60 -3.10 -2.53 -5.44

Results of the Mulliken charge analysis, in e, for atoms 1 through 2: H 0.490; C -0.116

A 2-piece molecular cluster, C52H61N4O2 overall, computed with wB97M-V/def2-TZVPD.

E_LUMO: -5.0823 eV
Total energy: -64959.24869 eV
Charge: +1
Relative energy (zero: lowest compared OMol25 entry of this formula, charge and spin): 0.00 kcal/mol
HOMO: -8.10 eV

Atoms and positions in Å:
C1 3.60 -2.62 1.60
H1 -3.77 1.38 1.39
H2 -2.69 2.05 -2.57
H3 1.45 -3.88 4.00
H4 -0.78 -4.22 0.02
H5 0.25 2.87 -2.72
H6 -0.30 -0.86 -3.01
H7 1.64 -4.41 -1.14
H8 5.78 -3.12 -3.89
H9 2.28 -1.33 4.58
C2 1.22 -1.77 2.34
N1 -4.48 4.82 6.61
H10 0.86 2.18 -1.22
H11 -3.60 -0.92 2.02
H12 -4.15 -2.72 -0.19
C3 5.00 1.34 1.55
H13 -1.48 -4.91 1.43
H14 -4.05 -2.79 2.32
H15 -0.66 3.06 -1.23
H16 3.78 -5.53 -1.89
C4 4.12 -0.12 -0.63
H17 -0.69 -3.33 -1.78
C5 0.15 0.12 -2.86
H18 3.07 -4.41 3.55
H19 5.63 -1.73 -2.81
H20 3.76 -2.27 4.53
N2 0.06 -1.55 -0.74
C6 1.80 0.03 0.12
H21 -2.48 -2.55 3.12
C7 -6.00 1.06 5.36
H22 2.45 -3.77 -2.94
C8 -3.04 0.75 0.91
C9 -1.86 7.23 5.52
H23 -6.49 3.38 7.75
C10 2.18 -3.90 3.19
C11 1.38 -1.21 -0.36
H24 1.77 -4.49 2.37
H25 -2.51 0.48 -3.34
H26 -3.28 7.19 7.09
C12 -2.89 6.66 6.24
H27 2.95 1.65 2.01
H28 0.46 -1.89 3.11
H29 -6.39 0.11 5.06
H30 -2.84 -3.46 -1.09
C13 -4.47 2.91 5.07
C14 -1.84 5.36 4.03
C15 -2.30 1.23 -0.13
H31 -1.43 4.85 3.17
H32 6.53 -3.82 -0.61
H33 -3.71 -4.40 0.12
H34 -3.02 -4.15 2.66
O1 8.11 0.24 0.14
C16 -6.05 2.92 6.89
C17 -3.42 3.52 4.37
H35 -1.46 8.18 5.82
H36 4.67 -5.28 -3.39
C18 4.62 -5.01 -2.34
H37 -0.53 7.03 3.86
C19 -2.02 -1.44 0.66
C20 -0.80 1.05 -2.10
C21 -3.44 5.42 5.89
C22 -2.90 4.76 4.75
C23 5.91 -3.28 1.32
H38 0.40 0.52 -3.84
C24 2.52 -2.47 2.72
H39 6.18 -0.44 -1.05
H40 5.53 -5.38 -1.86
N3 7.34 0.75 0.98
H41 3.63 -0.79 3.58
C25 -5.01 3.57 6.22
C26 -6.53 1.70 6.48
C27 4.49 -3.18 -0.63
C28 0.12 -2.85 -1.27
H42 1.09 -0.02 -2.33
C29 -2.32 -2.95 0.96
C30 -4.99 5.52 7.79
H43 -4.19 5.68 8.50
C31 3.17 0.40 0.27
C32 5.91 0.72 0.71
H44 5.03 -2.83 3.17
H45 -5.77 4.98 8.30
H46 3.49 -2.87 -4.01
C33 -3.31 -3.42 -0.11
H47 -3.01 3.03 3.50
C34 3.24 -3.02 -2.96
H48 -0.33 -3.62 1.63
C35 5.71 -2.81 -2.84
N4 2.13 -2.41 -0.40
C36 -1.38 0.44 -0.80
C37 -0.04 2.36 -1.79
C38 -1.34 6.58 4.41
C39 -2.92 -0.57 1.27
C40 3.41 -2.74 0.19
H49 5.37 1.91 2.38
C41 3.65 1.20 1.33
H50 0.81 -2.17 1.42
C42 -4.98 1.66 4.67
C43 -3.01 -3.11 2.35
H51 -4.56 1.17 3.81
C44 -1.98 1.38 -3.05
H52 1.38 -0.70 2.22
O2 7.73 1.25 2.04
C45 4.86 -2.89 2.11
H53 6.65 -3.10 -2.37
C46 -1.16 -0.89 -0.34
H54 -7.34 1.23 7.03
C47 3.09 -1.67 3.92
H55 -2.45 2.25 -0.45
C48 -1.15 -3.96 1.01
C49 4.49 -3.48 -2.16
H56 -5.40 6.49 7.50
C50 5.71 -3.45 -0.02
H57 3.77 -0.69 -1.47
H58 6.87 -3.49 1.76
C51 1.32 -3.40 -0.97
C52 5.46 0.03 -0.40
H59 -1.63 1.88 -3.95
H60 1.05 0.71 0.50
H61 2.83 -2.08 -2.58

Results of the Mulliken charge analysis, in e, for atoms 1 through 2: C -0.276; H 0.852

> Among the records above, which one has the lowest charge?

C52H61N4O2

> Which of these has the lowest total energy?

C52H60N8OPS3SbSeZr

> The lowest total energy belongs to which entry?

C52H60N8OPS3SbSeZr

> The highest charge belongs to which entry?

C52H60IrNO2PS2